# C36H103N9O11

11 unconnected molecules or ions with the total composition C36H103N9O11 at a distorted geometry (ωB97M-V with the def2-TZVPD basis set, the OMol25 dataset).

* highest occupied orbital energy: -0.3261 Eh
* structure (SMILES): COC[C@H](C)N.COC[C@H](C)N.COC[C@H](C)N.COC[C@H](C)N.COC[C@H](C)N.COC[C@H](C)N.COC[C@H](C)N.COC[C@H](C)N.COC[C@H](C)N.O.O
* Kohn-Sham gap: 0.335 hartree
* max |F|: 2.89 eV/Å

Positions of all 159 atoms, in Å:
C 4.24025 -6.77511 -5.73662
O 3.04473 -6.43706 -5.00940
C 3.12456 -6.44153 -3.58257
C 1.84421 -5.85762 -2.90264
C 1.90081 -5.66717 -1.32846
N 0.65052 -6.64738 -3.21617
H 5.09272 -6.17306 -5.42210
H 4.18294 -6.92226 -6.81512
H 4.48898 -7.80229 -5.46994
H 3.28553 -7.47574 -3.27827
H 3.99164 -5.82583 -3.34346
H 1.74395 -4.86644 -3.34491
H 2.04818 -6.66350 -0.91169
H 0.94318 -5.30309 -0.95633
H 2.61923 -5.00348 -0.84732
H 0.70650 -7.47171 -2.63528
H 0.70956 -6.94439 -4.17971
C -0.86516 4.00146 4.52784
O -0.32700 5.26075 4.24041
C -1.07547 6.43099 4.39072
C -0.12580 7.64782 4.24790
C 0.94731 7.69505 5.35494
N -0.94306 8.85100 4.37998
H -0.06265 3.26747 4.45484
H -1.67680 3.63291 3.90053
H -1.10534 3.93058 5.58869
H -1.87515 6.55334 3.66022
H -1.49465 6.42511 5.39688
H 0.29835 7.72894 3.24709
H 1.45456 8.63903 5.15569
H 1.65228 6.86610 5.41792
H 0.45409 7.85309 6.31403
H -1.68607 8.84768 3.69585
H -0.38560 9.66928 4.18060
C 5.90989 -3.55182 -4.95611
O 6.20969 -2.30320 -4.44550
C 5.67526 -2.11142 -3.10717
C 6.16893 -0.75348 -2.63309
C 5.52521 -0.35211 -1.29303
N 5.78228 0.30115 -3.58022
H 6.53740 -4.24313 -4.39360
H 6.33722 -3.61208 -5.95704
H 4.93509 -4.00970 -4.78816
H 4.58762 -2.08156 -3.04201
H 6.10130 -2.78732 -2.36571
H 7.23618 -0.53570 -2.67389
H 5.66783 -1.13093 -0.54389
H 4.44717 -0.20364 -1.35530
H 5.96860 0.53067 -0.83238
H 4.85002 0.21411 -3.95892
H 6.26905 0.04872 -4.42841
C 1.40408 -2.00302 -1.22704
O 0.39478 -1.05229 -0.92838
C 0.71826 -0.27616 0.22829
C -0.57395 0.56235 0.53718
C -0.37500 1.51501 1.71868
N -1.62550 -0.33668 0.92295
H 1.21836 -2.62293 -2.10415
H 1.50908 -2.73624 -0.42738
H 2.38871 -1.56242 -1.38348
H 1.14382 -0.76137 1.10669
H 1.49095 0.40390 -0.13026
H -0.96560 1.08922 -0.33295
H -1.23086 2.17355 1.86679
H 0.48644 2.13926 1.48134
H -0.21927 1.07177 2.70223
H -1.52821 -0.76392 1.83295
H -1.58448 -1.05067 0.20976
C -2.16399 -0.98785 4.15185
O -1.47438 -1.97865 3.40702
C -2.35230 -3.15808 3.15205
C -1.49371 -4.37701 2.72388
C -0.92409 -4.36502 1.29239
N -2.31618 -5.58746 2.78480
H -3.05243 -0.71284 3.58339
H -1.48165 -0.14755 4.27994
H -2.48641 -1.40679 5.10507
H -2.92236 -3.43176 4.03988
H -3.09758 -2.96853 2.37958
H -0.61641 -4.44519 3.36714
H -0.32139 -3.48005 1.08821
H -1.67053 -4.34350 0.49837
H -0.28798 -5.21605 1.04906
H -2.47783 -5.79327 3.76031
H -1.65418 -6.28275 2.47106
C -5.22653 -1.86250 0.16984
O -5.64371 -0.89678 1.09853
C -5.37614 0.47994 0.59679
C -5.31132 1.47940 1.74379
C -5.31919 2.96160 1.32708
N -4.10991 1.27310 2.50689
H -5.56348 -2.86554 0.43153
H -4.13772 -1.89124 0.21192
H -5.60072 -1.60343 -0.82060
H -4.48241 0.45440 -0.02667
H -6.25327 0.64249 -0.02957
H -6.16792 1.29005 2.39069
H -5.16381 3.73575 2.07851
H -6.27809 3.17971 0.85694
H -4.59877 3.11022 0.52271
H -4.18104 0.28795 2.71790
H -3.32785 1.43331 1.88816
C 3.74169 -4.36132 1.99288
O 3.49249 -3.05730 1.48609
C 3.83085 -1.91955 2.21174
C 3.40226 -1.82117 3.71432
C 1.89470 -2.05814 3.94128
N 3.69201 -0.48730 4.25539
H 3.59983 -4.97320 1.10206
H 3.07141 -4.56262 2.82853
H 4.80222 -4.35747 2.24461
H 4.91853 -1.84985 2.19811
H 3.44948 -1.05297 1.67165
H 3.94163 -2.52442 4.34884
H 1.36580 -1.18875 3.55076
H 1.52017 -1.98192 4.96207
H 1.42435 -2.85167 3.36060
H 3.50055 0.18900 3.53010
H 4.69775 -0.41048 4.30715
C -3.10793 0.33739 -2.41472
O -3.80108 -0.82379 -2.78816
C -4.67762 -0.57896 -3.88759
C -4.93535 -1.82690 -4.74111
C -3.72039 -2.36141 -5.42776
N -6.00543 -1.44845 -5.66685
H -2.56323 0.78225 -3.24749
H -2.41045 0.15165 -1.59795
H -3.77557 1.06613 -1.95505
H -5.61461 -0.25004 -3.43819
H -4.28854 0.14969 -4.59877
H -5.32637 -2.59809 -4.07743
H -2.82297 -2.41538 -4.81145
H -3.39309 -1.70656 -6.23532
H -3.85155 -3.35419 -5.85819
H -6.28866 -2.25509 -6.20463
H -6.85751 -1.24096 -5.16584
C -1.17466 5.36016 0.92319
O -1.33604 6.70383 0.50309
C -0.98307 6.88177 -0.83302
C -1.45264 8.31372 -1.22516
C -1.10287 8.72167 -2.59128
N -0.86542 9.34651 -0.32602
H -1.79589 5.04944 1.76320
H -0.11919 5.26054 1.17646
H -1.47107 4.58452 0.21705
H 0.10140 6.80262 -0.90893
H -1.44669 6.09899 -1.43337
H -2.54167 8.34719 -1.19360
H -1.52246 8.11469 -3.39355
H -0.01627 8.64977 -2.63842
H -1.57675 9.69021 -2.75082
H -1.15071 9.09975 0.61090
H 0.13869 9.27088 -0.40428
O 1.50196 -0.10970 -3.59141
H 1.76009 -0.94548 -3.98008
H 0.96695 -0.35164 -2.83546
O 3.28532 1.61477 1.90512
H 2.78460 2.32645 2.30389
H 3.98481 2.05480 1.42208

Mulliken atomic charge list, values in e, 99 entries: number 1, C, carries -0.70; number 2, O, carries -0.35; number 3, C, carries -0.73; number 4, C, carries 0.62; number 5, C, carries -1.24; number 6, N, carries -0.73; number 7, H, carries 0.21; number 8, H, carries 0.27; number 9, H, carries 0.34; number 10, H, carries 0.35; number 11, H, carries 0.36; number 12, H, carries 0.04; number 13, H, carries 0.56; number 14, H, carries 0.29; number 15, H, carries 0.09; number 16, H, carries 0.27; number 17, H, carries 0.31; number 18, C, carries -0.82; number 19, O, carries -0.28; number 20, C, carries -0.78; number 21, C, carries 0.79; number 22, C, carries -1.42; number 23, N, carries -0.79; number 24, H, carries 0.22; number 25, H, carries 0.29; number 26, H, carries 0.40; number 27, H, carries 0.24; number 28, H, carries 0.43; number 29, H, carries 0.21; number 30, H, carries 0.41; number 31, H, carries 0.27; number 32, H, carries 0.35; number 33, H, carries 0.25; number 34, H, carries 0.26; number 35, C, carries -0.91; number 36, O, carries -0.35; number 37, C, carries -0.39; number 38, C, carries 0.31; number 39, C, carries -1.16; number 40, N, carries -0.79; number 41, H, carries 0.41; number 42, H, carries 0.35; number 43, H, carries 0.29; number 44, H, carries 0.13; number 45, H, carries 0.37; number 46, H, carries 0.34; number 47, H, carries 0.33; number 48, H, carries -0.02; number 49, H, carries 0.47; number 50, H, carries 0.23; number 51, H, carries 0.35; number 52, C, carries 0.08; number 53, O, carries -0.14; number 54, C, carries -0.35; number 55, C, carries 0.38; number 56, C, carries -1.34; number 57, N, carries 0.82; number 58, H, carries 0.17; number 59, H, carries -0.11; number 60, H, carries -0.01; number 61, H, carries -0.25; number 62, H, carries 0.54; number 63, H, carries 0.39; number 64, H, carries 0.05; number 65, H, carries 0.49; number 66, H, carries 0.09; number 67, H, carries -0.54; number 68, H, carries 0.07; number 69, C, carries -0.36; number 70, O, carries -0.26; number 71, C, carries -0.61; number 72, C, carries 0.65; number 73, C, carries -1.16; number 74, N, carries -0.71; number 75, H, carries 0.11; number 76, H, carries 0.19; number 77, H, carries 0.44; number 78, H, carries 0.48; number 79, H, carries 0.01; number 80, H, carries 0.12; number 81, H, carries -0.10; number 82, H, carries 0.42; number 83, H, carries 0.46; number 84, H, carries 0.29; number 85, H, carries 0.29; number 86, C, carries -0.19; number 87, O, carries -0.47; number 88, C, carries 0.12; number 89, C, carries 0.09; number 90, C, carries -1.68; number 91, N, carries -0.55; number 92, H, carries 0.31; number 93, H, carries -0.09; number 94, H, carries 0.17; number 95, H, carries -0.37; number 96, H, carries 0.53; number 97, H, carries 0.52; number 98, H, carries 0.37; number 99, H, carries 0.45